1.
Density functional theory data (ωB97M-V/def2-TZVPD) for a molecular structure, C29H22N2O2P2PdS2.

Geometry as XYZ:
```
60
Properties=species:S:1:pos:R:3:nbo_charge:R:1
Pd 0.366 -2.517 1.199 0.554
O -0.752 -0.003 2.362 -1.072
P -0.479 1.091 1.407 1.961
C 0.767 0.556 0.170 -1.204
P 0.165 -0.734 -0.959 1.936
O -0.909 -1.613 -0.366 -1.084
C 1.611 -1.716 -1.377 -0.497
C 2.909 -1.201 -1.357 -0.181
C 3.982 -2.019 -1.666 -0.210
C 3.765 -3.353 -1.989 -0.166
C 2.479 -3.871 -2.008 -0.221
C 1.399 -3.057 -1.704 -0.101
C -0.441 0.085 -2.434 -0.365
C -1.755 -0.154 -2.820 -0.194
C -2.253 0.451 -3.965 -0.194
C -1.446 1.289 -4.717 -0.189
C -0.131 1.528 -4.332 -0.212
C 0.373 0.924 -3.193 -0.203
C -1.899 1.608 0.433 -0.389
C -3.082 0.905 0.634 -0.174
C -4.207 1.219 -0.117 -0.214
C -4.147 2.226 -1.067 -0.190
C -2.962 2.922 -1.281 -0.209
C -1.838 2.611 -0.535 -0.223
C 0.277 2.551 2.149 -0.357
C 1.483 2.360 2.827 -0.206
C 2.097 3.419 3.472 -0.195
C 1.507 4.676 3.456 -0.189
C 0.298 4.868 2.805 -0.210
C -0.318 3.809 2.154 -0.207
H 1.609 0.172 0.755 0.281
H 1.134 1.404 -0.416 0.279
H 3.090 -0.168 -1.082 0.214
H 4.988 -1.623 -1.642 0.224
H 4.607 -3.994 -2.215 0.224
H 2.315 -4.914 -2.243 0.229
H 0.393 -3.457 -1.697 0.237
H -2.377 -0.802 -2.217 0.248
H -3.276 0.268 -4.266 0.222
H -1.837 1.759 -5.610 0.221
H 0.501 2.176 -4.925 0.222
H 1.405 1.100 -2.909 0.213
H -3.102 0.114 1.373 0.255
H -5.129 0.675 0.042 0.224
H -5.026 2.471 -1.651 0.219
H -2.915 3.700 -2.031 0.219
H -0.915 3.153 -0.709 0.217
H 1.927 1.372 2.878 0.224
H 3.029 3.261 3.999 0.221
H 1.986 5.504 3.963 0.220
H -0.173 5.842 2.811 0.220
H -1.271 3.964 1.665 0.226
S 1.807 -3.386 2.634 -0.041
C 0.933 -4.652 3.464 -0.290
C 1.657 -5.390 4.448 0.258
N 2.242 -5.974 5.248 -0.291
C -0.358 -4.885 3.161 -0.296
S -1.174 -3.911 1.959 0.041
C -1.136 -5.912 3.778 0.256
N -1.789 -6.728 4.257 -0.288
```

Properties
Frontier orbital gap in eV: 6.158
DFT total energy in Eh: -2985.331070
E_HOMO in eV: -7.435
E_LUMO in Ha: -0.047
Energy relative to the best compared isomer or geometry (same formula, charge and spin) in kJ/mol: 110.6



2.
Density functional theory data (ωB97M-V/def2-TZVPD) for a molecular structure, C29H23BiF6N4O9PS3.

Geometry as XYZ:
```
76
Properties=species:S:1:pos:R:3:lowdin_charge:R:1
Bi -0.693 -1.957 0.091 1.987
C -4.279 -1.112 -2.065 -0.037
C -4.051 -1.660 -0.679 -0.309
C -3.895 -0.814 0.419 -0.100
C -3.749 -1.324 1.706 -0.119
C -3.745 -2.698 1.906 -0.130
C -3.860 -3.554 0.814 -0.083
C -4.019 -3.037 -0.464 -0.083
H -5.314 -1.274 -2.371 0.089
H -3.638 -1.609 -2.794 0.060
H -4.085 -0.039 -2.103 0.073
H -3.934 0.259 0.265 0.109
H -3.660 -0.653 2.552 0.111
H -3.680 -3.100 2.909 0.100
H -3.842 -4.626 0.961 0.115
H -4.129 -3.706 -1.308 0.119
O 3.029 -4.355 1.854 -0.185
S 2.239 -3.281 1.381 0.684
O 2.910 -2.736 0.061 -0.181
O 0.860 -3.589 1.049 -0.405
C 2.411 -1.880 2.434 -0.199
C 3.316 -0.871 2.121 -0.034
C 3.492 0.176 3.010 -0.060
C 2.782 0.206 4.201 -0.045
C 1.876 -0.796 4.515 0.013
C 1.686 -1.838 3.627 -0.335
S -0.869 -2.353 3.474 0.826
O -1.306 -1.472 4.538 -0.393
O 0.745 -2.802 3.862 -0.251
O -0.554 -1.457 2.259 -0.675
H 3.887 -0.905 1.207 0.109
H 4.193 0.964 2.774 0.110
H 2.930 1.026 4.893 0.113
H 1.296 -0.776 5.428 0.128
N 1.171 -1.208 -0.606 -0.048
C 2.281 -1.732 -0.768 -0.421
C 3.235 -1.411 -1.857 -0.153
C 2.708 -0.945 -3.058 -0.015
C 3.558 -0.637 -4.105 -0.064
C 4.932 -0.782 -3.953 -0.075
C 5.458 -1.250 -2.758 -0.069
C 4.610 -1.579 -1.711 -0.019
H 1.634 -0.868 -3.165 0.107
H 3.148 -0.300 -5.048 0.107
H 5.594 -0.540 -4.775 0.105
H 6.526 -1.374 -2.644 0.106
H 5.014 -1.968 -0.786 0.115
F -1.743 -4.100 -1.691 -0.218
P -0.962 -3.620 -3.051 0.156
F -1.194 -2.032 -2.517 -0.298
F -0.740 -5.120 -3.503 -0.104
F -0.162 -3.041 -4.302 -0.125
F -2.357 -3.516 -3.819 -0.127
F 0.412 -3.644 -2.167 -0.185
O -2.268 7.945 2.199 -0.215
S -0.896 7.587 2.569 0.556
O -0.717 6.537 3.516 -0.258
O 0.125 8.579 2.414 -0.250
C -0.790 6.654 0.761 -0.281
N -0.584 7.440 -0.246 0.162
C -0.420 6.769 -1.390 -0.052
C -0.490 5.385 -1.445 0.034
C -0.742 4.694 -0.269 -0.167
N -0.908 5.386 0.869 0.195
C -0.846 3.213 -0.172 -0.125
C -0.808 2.405 -1.301 0.021
C -0.871 1.037 -1.143 -0.111
N -0.980 0.468 0.061 -0.065
C -1.032 1.237 1.153 -0.078
C -0.970 2.615 1.074 0.037
H -0.239 7.363 -2.278 0.127
H -0.360 4.878 -2.389 0.113
H -0.732 2.810 -2.299 0.114
H -0.827 0.370 -1.996 0.107
H -1.110 0.721 2.101 0.110
H -1.011 3.218 1.970 0.126
```

Properties
Frontier orbital gap (alpha / beta) in eV: 7.540 / 5.346
⟨S²⟩: 0.757
DFT total energy in Eh: -4364.959525
E_HOMO (alpha / beta) in eV: -9.619 / -9.619
E_LUMO (alpha / beta) in Ha: -0.076 / -0.157
2S+1: 2
Energy relative to the best compared isomer or geometry (same formula, charge and spin) in kJ/mol: 94.3



3.
Density functional theory data (ωB97M-V/def2-TZVPD) for a molecular structure, C29H23Br3N6OS2Y.

Geometry as XYZ:
```
65
Properties=species:S:1:pos:R:3:nbo_charge:R:1
Y -0.157 -0.139 -0.468 1.738
C 3.403 4.225 1.237 -0.752
S 3.324 2.640 2.089 0.294
C 1.779 2.018 1.541 -0.043
S 1.417 0.415 2.021 -0.320
N 1.026 2.833 0.854 -0.432
N -0.111 2.243 0.373 -0.280
C -1.140 2.988 0.294 0.057
C -2.385 2.461 -0.261 0.167
C -3.499 3.286 -0.358 -0.238
C -4.661 2.781 -0.916 -0.161
C -4.660 1.475 -1.369 -0.261
C -3.503 0.720 -1.235 0.100
N -2.390 1.186 -0.676 -0.462
H 4.368 4.659 1.500 0.214
H 2.600 4.886 1.553 0.221
H 3.346 4.081 0.160 0.234
H -1.109 4.019 0.641 0.185
H -3.439 4.308 -0.007 0.215
H -5.545 3.401 -1.005 0.212
H -5.532 1.032 -1.831 0.220
H -3.467 -0.297 -1.603 0.238
Br 4.887 0.702 -1.935 0.046
C 4.180 -0.967 -1.401 -0.195
C 5.003 -2.096 -1.413 -0.201
C 4.534 -3.316 -1.011 -0.160
Br 5.708 -4.814 -1.047 0.005
C 3.197 -3.469 -0.576 -0.036
C 2.607 -4.676 -0.148 -0.148
C 1.293 -4.689 0.232 -0.268
C 0.549 -3.502 0.182 0.076
N 1.071 -2.357 -0.199 -0.478
C 2.374 -2.319 -0.572 0.101
C 2.852 -1.010 -0.977 0.381
O 2.057 -0.019 -0.921 -0.780
H 6.027 -1.991 -1.744 0.231
H 3.202 -5.579 -0.130 0.221
H 0.813 -5.602 0.560 0.217
H -0.500 -3.499 0.452 0.218
C -1.750 -0.309 2.899 -0.274
N -1.668 -0.829 1.525 -0.554
C -2.557 -1.706 1.218 0.159
C -2.661 -2.243 -0.093 -0.042
C -3.587 -3.149 -0.624 -0.262
C -3.267 -3.270 -1.979 -0.357
C -2.151 -2.451 -2.194 -0.022
N -1.789 -1.821 -1.065 -0.632
C -1.494 -1.383 3.925 -0.037
C -2.441 -1.739 4.877 -0.218
C -2.182 -2.752 5.794 -0.220
C -0.969 -3.421 5.762 -0.232
C -0.014 -3.071 4.812 -0.212
C -0.274 -2.061 3.902 -0.146
H -2.729 0.155 3.063 0.183
H -0.985 0.460 2.997 0.251
H -3.279 -2.060 1.962 0.171
H -4.389 -3.635 -0.088 0.206
H -3.766 -3.877 -2.718 0.208
H -1.616 -2.261 -3.113 0.223
H -3.392 -1.219 4.900 0.202
H -2.931 -3.020 6.528 0.203
H -0.765 -4.213 6.472 0.204
H 0.938 -3.587 4.785 0.210
H 0.467 -1.784 3.161 0.225
Br -0.281 0.521 -3.168 -0.617
```

Properties
Frontier orbital gap in eV: 6.583
DFT total energy in Eh: -10079.771142
E_HOMO in eV: -4.683
E_LUMO in Ha: 0.070
Energy relative to the best compared isomer or geometry (same formula, charge and spin) in kJ/mol: 10.7
Net charge: -1



4.
Density functional theory data (ωB97M-V/def2-TZVPD) for a molecular structure, C29H23BrCoN2OP at a distorted geometry.

Geometry as XYZ:
```
58
Properties=species:S:1:pos:R:3:nbo_charge:R:1
Co -0.971 -0.134 -1.291 1.293
Br 3.048 -6.064 -2.743 0.082
C 1.755 -4.712 -2.431 -0.135
C 0.428 -5.073 -2.167 -0.162
C -0.518 -4.102 -1.977 -0.273
C -0.193 -2.721 -2.030 0.399
O -1.121 -1.855 -1.831 -0.787
C 1.186 -2.368 -2.266 -0.184
C 1.644 -1.024 -2.266 0.196
N 0.865 0.007 -2.125 -0.610
C 1.254 1.330 -2.139 0.104
C 2.541 1.815 -2.320 -0.192
C 2.789 3.185 -2.252 -0.183
C 1.771 4.088 -2.062 -0.167
C 0.437 3.645 -1.943 -0.100
C -0.673 4.508 -1.830 -0.078
C -1.935 3.969 -1.753 -0.268
C -2.093 2.583 -1.741 0.096
N -1.072 1.738 -1.822 -0.588
C 0.184 2.251 -1.958 0.232
C 2.127 -3.391 -2.469 -0.175
H 0.159 -6.115 -2.119 0.240
H -1.546 -4.367 -1.779 0.231
H 2.720 -0.895 -2.380 0.182
H 3.360 1.138 -2.502 0.223
H 3.809 3.529 -2.345 0.235
H 1.980 5.145 -2.008 0.229
H -0.514 5.575 -1.827 0.236
H -2.808 4.600 -1.715 0.245
H -3.082 2.149 -1.680 0.218
H 3.156 -3.128 -2.665 0.227
C 0.968 -1.690 1.100 -0.926
P -0.440 -0.533 0.905 0.788
C 0.121 0.980 1.739 -0.277
C -0.659 2.120 1.556 -0.229
C -0.284 3.321 2.123 -0.196
C 0.875 3.393 2.881 -0.187
C 1.659 2.266 3.061 -0.196
C 1.292 1.063 2.483 -0.225
C -1.636 -1.330 2.018 -0.272
C -1.744 -0.990 3.361 -0.219
C -2.621 -1.690 4.173 -0.199
C -3.385 -2.721 3.648 -0.187
C -3.268 -3.066 2.309 -0.187
C -2.399 -2.368 1.492 -0.239
H 1.178 -1.828 2.161 0.249
H 1.849 -1.299 0.590 0.239
H 0.695 -2.652 0.668 0.261
H -1.567 2.045 0.970 0.208
H -0.888 4.203 1.975 0.222
H 1.168 4.328 3.333 0.228
H 2.562 2.320 3.650 0.229
H 1.915 0.194 2.628 0.221
H -1.142 -0.188 3.765 0.221
H -2.703 -1.432 5.219 0.226
H -4.082 -3.250 4.281 0.227
H -3.854 -3.880 1.908 0.225
H -2.303 -2.619 0.443 0.225
```

Properties
Frontier orbital gap (alpha / beta) in eV: 6.547 / 6.694
⟨S²⟩: 3.767
DFT total energy in Eh: -5601.640894
E_HOMO (alpha / beta) in eV: -10.376 / -10.631
E_LUMO (alpha / beta) in Ha: -0.141 / -0.145
2S+1: 4
Energy relative to the best compared isomer or geometry (same formula, charge and spin) in kJ/mol: 36.2
Net charge: +1